[1]
{
  "formula": "C4H5NO3S2",
  "method": "ωB97M-V/def2-TZVPD",
  "symbols": ["S", "S", "O", "O", "O", "N", "C", "C", "C", "C", "H", "H", "H", "H", "H"],
  "positions_angstrom": [[0.003, 0.847, -1.265], [0.588, 0.451, 1.627], [1.134, 0.138, -1.774], [1.847, -1.720, 2.279], [-1.102, 1.087, -2.144], [0.571, 2.403, -1.023], [0.029, -2.035, 0.766], [0.934, -1.295, 1.670], [-0.764, 0.182, 0.307], [-0.878, -1.305, 0.161], [0.129, -3.119, 0.624], [-1.772, -1.600, -0.358], [-1.732, 0.602, 0.345], [1.322, 2.490, -0.345], [-0.311, 2.875, -0.870]],
  "atomic_forces_ev_per_a": [[0.7763, 1.4450, -1.6738], [-1.8928, 0.3286, -0.8751], [-0.1532, -0.9621, 1.0686], [1.1988, -0.8606, 1.1936], [-0.8462, -0.4726, 0.1961], [-0.9696, -1.3691, 0.3393], [0.0784, -1.2475, 0.0169], [-0.3662, 0.3572, -1.4183], [3.2530, -0.7211, 0.1147], [-0.6593, 1.2244, 0.0437], [-0.0348, 0.5453, 0.4128], [0.1953, -0.6213, -0.5243], [-0.7587, 1.1082, 0.5792], [-0.3171, 0.1967, 0.1056], [0.4960, 1.0489, 0.4210]],
  "energy_ha": -1232.2304,
  "multiplicity": 1,
  "lumo_ev": -0.46,
  "e_homo_ev": -10.3,
  "largest_force_ev_per_a": 3.334,
  "e_above_lowest_ev": 0.193
}

[2]
{
  "formula": "C4H7NO2",
  "method": "ωB97M-V/def2-TZVPD",
  "symbols": ["O", "O", "N", "C", "C", "C", "C", "H", "H", "H", "H", "H", "H", "H"],
  "positions_angstrom": [[-2.066, -0.494, 0.651], [-1.223, 1.823, -0.700], [1.385, -0.552, -0.440], [-0.424, 0.985, -0.360], [0.913, 0.720, -0.996], [-0.714, -0.126, 0.650], [0.210, -1.242, 0.161], [1.682, 1.494, -0.929], [-0.397, 0.224, 1.648], [-2.575, 0.316, 0.485], [-0.332, -1.820, -0.598], [0.504, -1.928, 0.963], [0.696, 0.569, -2.078], [1.516, -0.929, -1.364]],
  "atomic_forces_ev_per_a": [[-0.0617, 0.1837, 0.0262], [0.1289, -0.2501, 0.3499], [-0.2092, 0.0140, -0.5269], [-0.2942, 0.4801, -0.1461], [-0.2347, 0.4318, -0.3796], [0.2806, 0.0616, -0.0982], [-0.1646, -0.0925, -0.0592], [-0.3692, 0.2029, 0.2044], [0.0318, -0.0088, -0.1625], [0.0470, -0.1328, -0.0107], [-0.1006, 0.0137, 0.1312], [0.0839, 0.2370, -0.2372], [-0.0423, 0.5216, 0.4149], [0.9044, -1.6622, 0.4937]],
  "energy_ha": -361.8171,
  "multiplicity": 1,
  "lumo_ev": 0.80,
  "e_homo_ev": -9.7,
  "largest_force_ev_per_a": 1.956,
  "e_above_lowest_ev": 1.734
}

[3]
{
  "formula": "C14H46NO13",
  "method": "ωB97M-V/def2-TZVPD",
  "symbols": ["O", "O", "O", "O", "O", "O", "O", "O", "O", "O", "O", "O", "O", "N", "C", "C", "C", "C", "C", "C", "C", "C", "C", "C", "C", "C", "C", "C", "H", "H", "H", "H", "H", "H", "H", "H", "H", "H", "H", "H", "H", "H", "H", "H", "H", "H", "H", "H", "H", "H", "H", "H", "H", "H", "H", "H", "H", "H", "H", "H", "H", "H", "H", "H", "H", "H", "H", "H", "H", "H", "H", "H", "H", "H"],
  "positions_angstrom": [[2.481, -1.469, -1.196], [6.339, -2.387, 0.533], [-2.831, -0.894, 8.577], [-0.182, -2.650, 1.785], [-3.253, -3.969, 0.929], [-4.412, -1.816, 0.706], [-0.174, 5.039, 2.501], [-0.530, 2.521, 0.168], [0.694, -1.304, -3.646], [-0.843, -0.958, 4.692], [4.375, -0.205, -5.709], [-2.720, -0.159, -3.650], [-2.911, 4.078, -4.580], [-1.989, -3.150, -1.834], [0.346, 4.910, 3.811], [-1.339, -1.763, 5.746], [4.718, -1.512, -5.286], [-1.216, -1.237, -0.152], [6.642, -3.115, 1.709], [-2.430, -2.066, -0.876], [-3.305, 0.852, -4.449], [1.234, -0.659, -4.785], [-2.687, 0.003, 9.662], [-1.030, -1.669, 1.453], [2.784, -2.197, -0.020], [-3.413, -2.646, 0.305], [-2.853, 5.443, -4.206], [-0.885, 3.069, -1.088], [0.981, 5.770, 4.038], [2.506, -3.243, -0.168], [-2.047, 3.849, -4.962], [0.477, 0.004, -5.210], [-0.697, 5.859, 2.480], [-2.933, 1.825, -4.121], [5.628, -1.834, -5.798], [3.897, -2.196, -5.513], [6.075, -2.706, 2.548], [-0.382, 3.267, 0.774], [2.107, -0.071, -4.491], [6.596, -1.463, 0.694], [-4.392, 0.823, -4.337], [-3.205, -0.397, 10.537], [-0.478, 4.852, 4.527], [-1.556, -0.094, -0.109], [-0.318, -1.537, 4.114], [-2.061, 5.586, -3.467], [-0.502, -2.195, 6.301], [-3.783, -0.976, 8.397], [-1.625, 0.117, 9.890], [-1.799, 3.659, -0.984], [-0.189, -1.256, -0.738], [1.519, -1.407, -5.528], [1.388, -1.885, -3.291], [-3.033, 0.694, -5.496], [2.738, -0.545, -1.034], [4.225, -0.245, -6.669], [-0.071, 3.700, -1.454], [4.894, -1.502, -4.208], [0.941, 3.995, 3.868], [-1.058, 2.255, -1.795], [-1.936, -1.141, 6.417], [2.216, -1.788, 0.820], [-3.812, 5.733, -3.771], [-2.453, -4.081, -1.621], [-0.952, -3.248, -1.897], [6.365, -4.161, 1.560], [7.714, -3.050, 1.913], [-2.656, 6.055, -5.090], [-1.967, -2.557, 5.335], [-3.105, 0.975, 9.390], [3.855, -2.132, 0.185], [-3.059, -1.292, -1.494], [-3.069, -1.010, -3.964], [-1.596, -1.096, 2.321]],
  "atomic_forces_ev_per_a": [[0.1457, 0.5720, -0.4946], [0.1438, 0.5240, -0.2097], [-0.4247, -0.1476, -0.0787], [-4.4250, 5.6363, -1.4269], [-0.0901, 6.5919, -3.8843], [4.8464, -3.3299, -2.1440], [-0.3074, 0.3896, -0.4253], [0.1934, 0.2257, 0.3393], [0.1135, -0.3091, -0.0318], [0.4135, 0.0534, -0.2997], [0.0068, 0.3271, -0.5500], [-0.0874, -0.2529, -0.2311], [0.3128, -0.1684, -0.2575], [0.0192, -0.3339, 0.7054], [-0.0655, 0.0758, 0.1144], [-0.0650, -0.0318, -0.1913], [-0.0386, -0.0549, -0.1378], [-0.3787, 1.1664, 1.1302], [0.0192, 0.1767, 0.0734], [-0.5944, -0.0793, 0.3719], [0.0813, -0.2960, 0.1926], [0.0345, -0.1409, 0.4929], [-0.2108, -0.0542, -0.1036], [3.6839, -3.9516, 0.0068], [0.1655, 0.0950, 0.4089], [-3.6171, -1.9784, 4.0337], [0.1852, -0.0805, -0.0636], [0.0163, -0.0109, 0.2228], [0.0881, -0.0736, 0.2174], [-0.0633, 0.2316, -0.0114], [-0.5166, 0.0053, 0.2232], [-0.0055, -0.1353, 0.1189], [0.2628, -0.5516, -0.1012], [-0.1272, -0.2751, 0.0214], [0.0377, -0.2370, 0.1249], [0.1105, -0.2098, 0.1397], [0.0721, -0.2058, 0.1702], [-0.0973, -0.3994, -0.1243], [0.0460, 0.0739, -0.3104], [-0.2071, -0.5262, -0.1831], [-0.0831, 0.2667, -0.1684], [0.0771, 0.1964, 0.1971], [0.1694, -0.0680, 0.1848], [0.7286, -2.4725, -0.0977], [-0.2958, 0.2071, 0.0330], [-0.0547, 0.2603, 0.0557], [-0.1164, -0.1378, 0.2259], [0.5753, -0.0324, -0.0285], [-0.1532, -0.0830, -0.1191], [-0.0677, 0.0659, -0.2702], [-2.0787, -0.3279, 1.3011], [0.1103, 0.1418, -0.2932], [-0.3688, 0.4343, 0.1405], [-0.1195, 0.2094, -0.2134], [-0.3174, -0.5218, -0.1990], [0.0372, 0.1109, 0.5935], [-0.0458, 0.1148, -0.2613], [-0.0788, 0.0821, -0.1784], [-0.1576, 0.1412, -0.1027], [0.0133, 0.0405, 0.1770], [0.2069, -0.0870, -0.1794], [-0.0198, -0.2934, 0.0812], [0.1299, -0.1518, -0.0840], [1.0855, 1.7417, 0.1866], [-1.3922, 0.0169, 0.3628], [0.0036, 0.2146, -0.0653], [0.0155, -0.1731, 0.2120], [-0.0222, 0.2599, 0.1127], [-0.0349, -0.1127, 0.1867], [0.0799, 0.1365, 0.2306], [0.0122, -0.1935, 0.1294], [1.2238, -1.4427, 1.4906], [0.3854, 0.2646, 0.4426], [0.8760, -1.1184, -1.9310]],
  "energy_ha": -1593.6043,
  "multiplicity": 1,
  "lumo_ev": 2.14,
  "e_homo_ev": -3.8,
  "total_charge": -1,
  "largest_force_ev_per_a": 7.652
}